Entry 1:
The following is a quantum chemistry calculation of a 2-piece molecular cluster, C24H19ClNO2S overall at a distorted geometry, from OMol25.

The LUMO energy comes out at 0.05915 Ha. The highest occupied orbital energy is -3.92 eV. Its charge is -1. As for the total energy: -1989.5888 hartree.

Last column: natural (NBO) charge in e.
Geometry (Å):
Cl  6.13599  -2.03231  -3.08741  -0.021
S  2.64861  1.13005  -0.64701  -0.214
O  -2.20583  -0.39591  -3.40712  -0.751
O  -3.63988  -1.29842  -1.82462  -0.760
N  -2.24632  0.73260  -0.54293  -0.342
C  2.87580  -0.10952  -4.42395  -0.194
C  3.02442  -1.32766  4.13266  -0.216
C  2.84956  -2.35259  3.19014  -0.217
C  -5.23521  1.19118  1.38622  -0.197
C  2.17570  -2.09403  1.99828  -0.175
C  2.49644  0.63310  -3.31417  -0.240
C  1.80291  0.20197  2.70458  -0.122
C  3.98258  -0.97640  -4.35633  -0.283
C  -2.52357  0.63937  1.95548  -0.253
C  -4.30462  1.12101  0.35657  -0.025
C  -0.03714  0.42223  0.35391  -0.373
C  3.18669  0.46744  -2.08419  -0.197
C  -3.45060  0.77615  2.99249  -0.217
C  -2.95259  0.85489  0.64549  0.221
C  -4.49705  1.24079  -1.11314  -0.425
C  -3.09849  0.94385  -1.69500  -0.158
C  -0.95175  0.37835  -0.68430  0.175
C  2.49312  -0.05311  3.89254  -0.233
C  1.03067  -0.49196  0.45527  -0.046
C  4.74755  -1.03145  -3.17815  -0.042
C  -4.79728  1.04175  2.70875  -0.230
C  4.39323  -0.28105  -2.06359  -0.262
C  -2.97719  -0.43274  -2.43016  0.761
C  1.65172  -0.80772  1.73506  -0.106
H  1.13801  -1.22970  -0.35266  0.235
H  -5.51066  1.13219  3.52955  0.204
H  3.25776  -3.34765  3.37873  0.211
H  3.56536  -1.52353  5.06254  0.207
H  -0.62689  0.16495  -1.71018  0.254
H  1.67170  1.34133  -3.33974  0.222
H  -5.25846  0.53957  -1.47929  0.251
H  -6.28104  1.37272  1.13395  0.208
H  -2.72756  1.74533  -2.34245  0.204
H  4.27147  -1.59472  -5.20259  0.213
H  4.99241  -0.29039  -1.16143  0.226
H  -3.11355  0.66548  4.02231  0.209
H  2.31722  -0.02058  -5.35477  0.213
H  -1.49673  0.36246  2.16373  0.231
H  1.43549  1.20413  2.48435  0.207
H  -0.12056  1.24939  1.07127  0.216
H  -4.77925  2.25667  -1.41324  0.207
H  2.62517  0.75191  4.61584  0.209
H  2.06265  -2.86946  1.23873  0.216

Forces on atoms 1 to 6 (eV/Å):
0.668 -0.491 -0.106
-0.597 0.889 1.885
-0.195 -0.821 0.046
0.447 -0.583 -0.850
2.358 0.560 0.267
0.528 -0.157 0.162

Entry 2:
The following is a quantum chemistry calculation of an isolated molecule of C4H9N2O2 at a distorted geometry, from OMol25.

As for the energy above the lowest of the compared OMol25 structures with the same formula, charge and spin: 20.7 kcal/mol. The LUMO energy (spin up / spin down) comes out at 0.02767 / -0.07382 Ha. Its multiplicity is 2. The highest occupied orbital energy (spin up / spin down) is -9.74 / -9.73 eV. As for the total energy: -417.7115 hartree.

Last column: natural (NBO) charge in e.
Geometry (Å):
O  2.41957  0.66921  2.82520  -0.592
O  -2.14686  -1.82269  -2.54819  -0.285
N  1.17012  1.34721  1.04134  -0.624
N  -1.51724  -0.16799  -1.00569  -0.643
C  1.44672  0.54539  2.11201  0.524
C  -0.58535  -0.20674  0.09916  -0.237
C  -1.15369  -1.04343  -2.12276  0.010
C  0.54023  0.83222  -0.15311  -0.223
H  1.25424  0.39524  -0.85575  0.171
H  -1.09789  0.11017  0.99367  0.211
H  0.08181  1.62044  -0.72920  0.212
H  -0.09685  -1.18285  0.26165  0.170
H  0.68458  -0.20131  2.35416  0.110
H  1.85299  2.08857  0.97151  0.401
H  -2.42504  -0.55094  -0.77106  0.381
H  -0.26130  -1.63036  -1.82148  0.194
H  -0.77904  -0.48643  -2.99280  0.219

Forces on atoms 1 to 6 (eV/Å):
-0.165 0.231 -0.038
0.109 -0.199 -0.167
0.108 -0.303 0.510
-0.207 -0.752 -0.726
0.347 0.062 0.367
0.923 0.801 0.087

Entry 3:
The following is a quantum chemistry calculation of a 2-piece molecular cluster, C4H12 overall, from OMol25.

As for the energy above the lowest of the compared OMol25 structures with the same formula, charge and spin: 0.3 kcal/mol. The LUMO energy comes out at 0.04193 Ha. The highest occupied orbital energy is -11.83 eV. As for the SMILES: CC.CC. As for the total energy: -159.5845 hartree.

Last column: natural (NBO) charge in e.
Geometry (Å):
C  0.93982  -2.24602  1.62723  -0.603
C  -1.00751  1.79851  -2.44249  -0.604
C  0.28627  -0.91450  2.01491  -0.603
C  -0.22881  1.36397  -1.20770  -0.605
H  -0.45849  1.56790  -3.35750  0.201
H  0.69790  1.93706  -1.10984  0.202
H  -0.37703  -1.05118  2.87004  0.200
H  1.39904  -2.70461  2.50430  0.201
H  -1.96595  1.28604  -2.51293  0.201
H  -0.28938  -0.49983  1.19090  0.203
H  0.19617  -2.94017  1.23706  0.201
H  -1.20018  2.87074  -2.44527  0.202
H  0.04344  0.31249  -1.26618  0.202
H  1.70061  -2.09298  0.86501  0.201
H  -0.79264  1.54567  -0.29162  0.202
H  1.04296  -0.18794  2.31891  0.201

Forces on atoms 1 to 6 (eV/Å):
-0.245 0.308 0.192
0.042 -0.056 -0.132
0.215 -0.259 0.170
0.158 0.348 -0.022
0.029 0.016 0.033
-0.027 -0.084 -0.062

Entry 4:
The following is a quantum chemistry calculation of C35H28F3O5PSV as an isolated structure, from OMol25.

As for the energy above the lowest of the compared OMol25 structures with the same formula, charge and spin: 4.8 kcal/mol. The LUMO energy (spin up / spin down) comes out at -0.42021 / -0.41941 Ha. The highest occupied orbital energy (spin up / spin down) is -17.08 / -17.08 eV. Its charge is +3. As for the total energy: -3708.8984 hartree.

Last column: Mulliken charge in e.
Geometry (Å):
V  -0.08923  0.41308  -1.06861  0.860
S  -2.12820  2.29386  -2.75606  0.280
P  -1.28528  -1.77046  -0.77620  2.368
F  3.12601  -1.85335  -1.68170  -0.201
F  1.95555  -0.55250  -0.37385  -0.402
F  4.00270  -0.02823  -0.93357  -0.182
O  0.92699  0.13783  -2.51222  -0.150
O  -0.20639  0.42478  0.60466  -0.003
O  2.90202  0.82988  -3.35959  -0.347
O  -1.33368  1.48206  -1.61474  0.157
O  0.91274  0.18048  2.55873  -0.414
C  -0.40603  5.46184  -2.24605  -0.328
C  2.92942  -0.58935  -1.39706  0.909
C  -0.08269  -2.90054  -1.38631  0.992
C  -4.41348  2.45930  0.11884  -0.326
C  -2.67623  -3.41009  2.58566  -0.860
C  -2.49622  -2.98445  1.27151  -0.517
C  -2.33680  2.92869  1.90948  -0.886
C  -5.29517  -1.67712  -2.85410  -0.739
C  1.63993  -4.84735  -2.32942  -0.717
C  -1.02618  -1.82939  3.33417  -0.947
C  0.57108  -3.75176  -0.47923  -0.674
C  -3.23784  3.06252  -0.31608  -0.145
C  2.30428  0.20160  -2.57027  0.089
C  0.26644  6.21028  -1.29044  -0.780
C  0.08265  -0.25568  1.86104  0.061
C  -0.03479  4.13976  -2.48847  0.059
C  1.43062  -4.72255  -0.96144  -0.846
C  -2.80624  -1.70408  -1.65857  0.683
C  -4.54974  2.08929  1.44956  -0.810
C  -5.04553  -0.84456  -1.76346  -0.698
C  -0.84456  -1.38988  2.03062  0.899
C  -3.09557  3.49887  -1.74072  -0.535
C  1.71710  4.34133  -0.83904  -0.840
C  -1.93825  -2.84382  3.60967  -0.707
C  1.31554  5.64642  -0.57699  -0.649
C  -0.77441  3.31688  -3.48506  -1.297
C  -4.30695  -2.52122  -3.34586  -0.820
C  -3.80385  -0.84910  -1.16096  -0.491
C  1.00394  -3.99356  -3.23263  -0.962
C  -1.57465  -1.98103  0.98138  -0.040
C  1.04683  3.59458  -1.79439  -0.072
C  -3.50954  2.31837  2.34149  -0.627
C  -3.05572  -2.54214  -2.75431  -0.714
C  -2.19948  3.30348  0.58199  0.411
C  0.15397  -3.01287  -2.76959  -0.629
H  -5.23920  2.32383  -0.57039  0.577
H  -1.54497  3.14369  2.61536  0.556
H  -2.55118  4.43709  -1.82963  0.177
H  -5.83351  -0.21269  -1.37672  0.545
H  -3.61654  -0.21662  -0.29885  0.403
H  -5.47796  1.65607  1.79830  0.470
H  1.84552  6.23626  0.15857  0.459
H  -4.51724  -3.17722  -4.17945  0.491
H  -3.06903  -3.45287  0.48017  0.580
H  -2.07551  -3.17781  4.62937  0.479
H  -4.04708  3.55474  -2.27091  0.666
H  -2.30280  -3.22930  -3.11647  0.650
H  -3.39537  -4.19014  2.79719  0.523
H  -1.29827  3.80969  0.24908  0.289
H  -1.32107  3.90057  -4.23318  0.678
H  2.30551  -5.61589  -2.70076  0.489
H  -1.19718  5.92330  -2.82728  0.615
H  -0.33116  -2.34691  -3.47352  0.679
H  -0.01672  7.23952  -1.11705  0.462
H  2.57254  3.92570  -0.32327  0.509
H  -3.62815  2.05630  3.38474  0.509
H  1.17780  -4.10216  -4.29469  0.496
H  0.38968  -3.67574  0.58483  0.398
H  -0.16082  2.58089  -4.00892  0.443
H  1.42491  2.61531  -2.07268  0.898
H  1.92757  -5.39108  -0.27185  0.500
H  -6.27482  -1.67671  -3.31409  0.474
H  -0.46267  -1.36073  4.13058  0.571

Forces on atoms 1 to 6 (eV/Å):
-0.131 -0.097 -0.271
0.023 0.119 0.181
0.002 0.071 -0.002
-0.026 -0.042 -0.033
0.064 0.085 -0.016
0.012 0.012 0.002